#one
# C3H7N3O

C3H7N3O in the gas phase (wB97M-V/def2-TZVPD, the OMol25 dataset).

Cartesian coordinates (Å):
C -1.849 -1.140 1.140
N -0.436 -1.521 0.690
C 0.379 -0.744 -0.302
O 0.946 -1.328 -1.193
N 0.375 0.590 -0.075
C 1.068 1.474 -0.910
N 1.041 2.717 -0.681
H -2.355 -0.841 0.212
H -1.724 -0.255 1.783
H -0.498 -2.449 0.268
H 0.124 -1.643 1.536
H -0.251 0.968 0.630
H 1.589 0.958 -1.719
H 1.591 3.213 -1.380

The LUMO energy is 0.428 eV. The value obtained for the HOMO energy is -0.2642 hartree.

These are the natural (NBO) partial charges, in e, on atoms 1 to 4: number 1, C, carries -0.728; number 2, N, carries -0.594; number 3, C, carries 0.785; number 4, O, carries -0.575


#two
# C3H7N3O

C3H7N3O in the gas phase (wB97M-V/def2-TZVPD, the OMol25 dataset).

Cartesian coordinates (Å):
C 2.188 -0.678 0.566
N 1.578 0.679 0.273
C 0.185 0.896 -0.285
O -0.069 1.908 -0.892
N -0.622 -0.141 -0.001
C -1.958 -0.189 -0.401
N -2.665 -1.194 -0.108
H 2.001 -1.279 -0.333
H 1.612 -1.084 1.410
H 2.179 1.189 -0.378
H 1.627 1.221 1.138
H -0.187 -0.953 0.439
H -2.260 0.703 -0.957
H -3.609 -1.077 -0.472

The LUMO energy is 0.446 eV. The value obtained for the HOMO energy is -0.2650 hartree.

These are the natural (NBO) partial charges, in e, on atoms 1 to 4: number 1, C, carries -0.734; number 2, N, carries -0.591; number 3, C, carries 0.780; number 4, O, carries -0.578


Which one sits at the bottom of the stability order? #one does.


#one
# C3H7N3O

C3H7N3O in the gas phase (wB97M-V/def2-TZVPD, the OMol25 dataset).

Cartesian coordinates (Å):
C -0.655 1.430 -0.642
N -0.060 0.464 0.298
C -1.039 -0.643 0.955
O -2.044 -0.352 1.548
N -0.311 -1.639 0.499
C 0.878 -0.593 -0.259
N 2.074 -0.542 0.233
H -1.055 0.886 -1.500
H 0.037 2.197 -1.015
H -1.458 1.923 -0.099
H 0.516 0.952 0.995
H -0.271 -2.606 0.814
H 0.656 -0.739 -1.322
H 2.734 -0.739 -0.505

The LUMO energy is 0.779 eV. The value obtained for the HOMO energy is -0.3083 hartree.

These are the natural (NBO) partial charges, in e, on atoms 1 to 4: number 1, C, carries -0.424; number 2, N, carries -0.491; number 3, C, carries 0.795; number 4, O, carries -0.582


#two
# C3H7N3O

A molecular structure, C3H7N3O (wB97M-V/def2-TZVPD, the OMol25 dataset).

Cartesian coordinates (Å):
C 0.839 -1.241 0.339
C -0.822 -0.266 -1.155
N -0.049 -0.128 0.068
C 0.505 1.466 0.358
N -1.245 0.401 1.619
N -1.096 1.524 1.374
O 0.350 2.334 -0.456
H 1.352 1.355 1.056
H 0.283 -2.179 0.425
H 1.400 -1.057 1.256
H 1.552 -1.367 -0.482
H -1.604 -1.019 -1.026
H -0.183 -0.521 -2.005
H -1.282 0.698 -1.369

The LUMO energy (spin up / spin down) is -0.094 / -0.095 eV. The value obtained for the HOMO energy (spin up / spin down) is -0.3066 / -0.3066 hartree.

These are the natural (NBO) partial charges, in e, on atoms 1 to 4: number 1, C, carries -0.423; number 2, C, carries -0.435; number 3, N, carries -0.473; number 4, C, carries 0.531


Which one sits at the bottom of the stability order? #two does.